Entry 1:
This record from OMol25 describes an isolated ion of composition C4H10N and charge +1. The level of theory is wB97M-V/def2-TZVPD.

Output
Energy relative to the best compared isomer or geometry (same formula, charge and spin): 1.350 eV
HOMO level: -14.744 eV
Total charge: +1
Max |F|: 2.00 eV Å⁻¹

Last column: Löwdin charge in e.
CARTESIAN COORDINATES (ANGSTROEM)
C -0.618 0.307 -2.115  -0.10
C -0.800 1.065 -0.790  -0.23
C -0.005 0.606 0.379  -0.06
C 0.234 -0.666 0.625  -0.08
N 1.048 -1.096 1.807  0.21
H -0.917 -0.739 -2.036  0.06
H 0.416 0.240 -2.454  0.08
H -1.282 0.694 -2.883  0.08
H -1.859 0.967 -0.502  0.13
H -0.783 2.113 -1.090  0.12
H 0.394 1.424 0.974  0.13
H -0.038 -1.479 -0.023  0.13
H 0.546 -1.875 2.209  0.17
H 1.861 -1.560 1.401  0.17
H 1.421 -0.376 2.433  0.18

Forces on atoms 1 to 3 (eV/Å):
-0.10 -1.15 0.37
-1.41 -0.15 -1.42
0.34 0.77 -0.44

---

Entry 2:
This record from OMol25 describes a 2-piece molecular cluster, C4H10N overall. The level of theory is wB97M-V/def2-TZVPD.

Output
Energy relative to the best compared isomer or geometry (same formula, charge and spin): 3.713 eV
HOMO level: -15.502 eV
Total charge: +1
Max |F|: 5.38 eV Å⁻¹

Last column: Löwdin charge in e.
CARTESIAN COORDINATES (ANGSTROEM)
C -0.710 0.209 1.203  -0.04
C -0.348 -0.692 0.051  -0.29
C 0.407 0.469 0.341  0.00
C 0.216 -2.085 -0.103  0.00
N 0.388 2.119 -0.971  0.24
H -1.767 0.369 1.157  0.13
H -0.422 0.089 2.300  0.16
H -1.150 -0.633 -0.728  0.17
H 1.468 0.547 0.756  0.18
H 0.740 -2.473 0.661  0.06
H 0.735 -2.104 -1.018  0.08
H -0.621 -2.601 -0.456  0.08
H -0.118 1.739 -1.696  0.07
H 1.292 2.330 -1.161  0.06
H -0.110 2.719 -0.336  0.11

Forces on atoms 1 to 3 (eV/Å):
-0.06 0.02 3.34
0.14 -1.88 -2.58
1.66 2.52 -0.24

---

Number 1: E_tot -5792.508 eV, orbital gap 0.401 Eh. Number 2: E_tot -5790.145 eV, orbital gap 0.398 Eh.